{
  "formula": "C3H8Si2",
  "method": "ωB97M-V/def2-TZVPD",
  "symbols": ["C", "C", "C", "Si", "Si", "H", "H", "H", "H", "H", "H", "H", "H"],
  "positions_angstrom": [[-0.790514, 1.510377, -0.317987], [-0.491537, 1.370655, -1.625236], [0.138858, 0.835647, 0.650536], [0.879333, 0.147125, -2.376359], [0.467678, -1.045666, 0.793473], [-1.642826, 2.107986, -0.077005], [-1.088584, 2.025678, -2.211665], [1.131775, 1.134768, 0.408683], [-0.057318, 1.140465, 1.693695], [1.931972, -1.079287, 1.092738], [0.139691, -0.358035, -3.665460], [-0.232884, -1.282099, 2.055529], [0.373068, -2.100714, -0.304797]],
  "forces_ev_per_a": [[1.802, -1.456, -1.320], [0.395, -0.527, -0.251], [-1.095, -0.380, 0.760], [-0.949, 0.641, 0.244], [0.710, 0.404, 0.322], [-0.226, 0.351, 0.720], [-0.598, 0.103, -1.131], [0.848, 0.718, -0.140], [0.136, -0.205, -0.331], [-0.240, -0.061, 0.030], [0.080, 0.518, 0.638], [-0.306, -0.875, 0.115], [-0.557, 0.768, 0.342]],
  "nbo_charge": [-0.128, -0.724, -0.882, 0.722, 0.835, 0.209, 0.205, 0.249, 0.246, -0.162, -0.267, -0.168, -0.135],
  "orbital_gap_ha": 0.2652,
  "e_tot_ha": -697.93985,
  "e_homo_ha": -0.303
}